Below is a structure of composition C20H21IrN4O3S2, with properties calculated with wB97M-V/def2-TZVPD.

As for the HOMO energy (alpha / beta): -0.38380 / -0.41319 Eh. The value obtained for the molar mass is 621.8 g/mol. As for the expectation value of S²: 8.80. Its spin multiplicity is 6. As for the net charge: +1. The LUMO energy (alpha / beta) is -3.86 / -6.25 eV.

The geometry in XYZ format:
```
51
Properties=species:S:1:pos:R:3:forces:R:3:lowdin_charge:R:1
Ir -0.3202 1.8844 -0.5932 0.18 0.09 -0.11 1.34
C -2.2956 -0.1223 2.8532 -0.02 0.01 0.03 -0.01
C -2.0852 0.9892 1.8765 0.28 0.13 -0.02 -0.20
N -0.8133 1.3379 1.5408 -0.26 -0.30 0.24 -0.09
N 0.1199 0.8606 2.3248 0.17 0.15 -0.24 -0.06
C 1.3805 0.9596 1.8539 -0.03 0.08 0.07 -1.03
S 1.8725 1.5532 0.3171 -0.04 0.08 0.14 0.64
S 2.4809 0.4409 3.0403 0.01 -0.22 0.06 1.08
C 4.0011 -0.0433 2.1420 -0.06 0.16 0.02 -0.38
C 3.8449 -1.4364 1.6007 0.00 -0.02 0.00 -0.31
C 4.1236 -2.5247 2.4223 -0.01 -0.01 0.02 -0.04
C 3.9546 -3.8187 1.9560 0.00 0.01 0.00 -0.06
C 3.4980 -4.0352 0.6641 -0.02 0.00 0.00 -0.07
C 3.2228 -2.9543 -0.1615 -0.01 -0.01 0.01 -0.07
C 3.3955 -1.6593 0.3019 0.03 0.00 0.00 -0.06
C -3.1717 1.6702 1.2846 -0.27 -0.14 0.00 -0.09
C -4.4961 1.3757 1.7485 0.14 0.01 -0.04 -0.01
C -5.5999 1.9237 1.1776 0.01 0.08 -0.04 -0.05
C -5.4484 2.7909 0.0727 -0.06 -0.05 0.02 -0.03
C -4.2088 3.1364 -0.3875 0.04 0.04 0.10 0.00
C -3.0482 2.6284 0.2260 0.06 0.16 -0.02 -0.31
O -1.8967 3.0770 -0.2180 -0.03 -0.12 -0.06 -0.23
H -1.4151 -0.7505 2.9132 0.01 0.00 -0.01 0.08
H -3.1456 -0.7286 2.5539 0.00 -0.01 0.02 0.09
H -2.4866 0.2843 3.8499 -0.01 0.01 0.00 0.11
H 4.7644 0.0001 2.9181 0.02 0.01 -0.01 0.09
H 4.2332 0.7042 1.3874 -0.02 -0.01 -0.02 0.06
H 4.4777 -2.3592 3.4334 0.01 0.00 0.00 0.12
H 4.1830 -4.6573 2.5998 -0.01 0.00 0.00 0.11
H 3.3607 -5.0447 0.3007 0.01 0.00 -0.01 0.11
H 2.8762 -3.1219 -1.1730 0.01 0.00 -0.01 0.10
H 3.1892 -0.8204 -0.3499 0.02 -0.01 0.00 0.07
H -4.6152 0.7196 2.5972 -0.01 -0.04 -0.04 0.11
H -6.5853 1.7022 1.5607 0.00 -0.03 -0.01 0.11
H -6.3279 3.1892 -0.4167 0.00 0.03 0.02 0.12
H -4.0773 3.8151 -1.2184 0.00 0.01 0.01 0.13
C 1.1669 0.1900 -4.3695 0.01 0.00 -0.01 0.02
C 0.4513 0.5306 -3.1067 -0.05 -0.01 -0.01 -0.27
N 0.5218 1.7046 -2.5548 -0.07 -0.07 -0.20 -0.19
O 1.3969 2.5822 -3.1767 0.06 -0.03 0.08 -0.02
C -0.3643 -0.4732 -2.4502 0.03 0.03 0.07 -0.27
C -0.7102 -1.7821 -3.0764 0.00 -0.02 -0.03 -0.01
N -0.7716 -0.1688 -1.2340 -0.11 -0.01 0.00 -0.24
O -1.4632 -0.9061 -0.5089 -0.02 0.00 0.00 -0.07
H 2.0013 0.8589 -4.5511 0.00 0.00 0.01 0.09
H 0.4725 0.2759 -5.2090 0.00 0.00 0.00 0.11
H 1.5156 -0.8401 -4.3341 -0.01 0.00 -0.02 0.09
H 1.2466 3.4273 -2.7361 0.00 0.02 -0.04 0.11
H -0.9921 -1.6585 -4.1219 0.01 0.01 0.00 0.09
H -1.5409 -2.2247 -2.5322 0.00 0.00 0.00 0.08
H 0.1279 -2.4822 -3.0373 0.00 0.00 0.02 0.09
```
Forces are in eV/Å.

Below is the ion C8H15N7 with charge +2 in a non-equilibrium geometry, with properties calculated with wB97M-V/def2-TZVPD.

Its structure (SMILES) is C[N+](C)(C)Cn1[nH]nc2c(=[NH2+])ncnc1-2. As for the HOMO energy: -0.60984 Eh. The value obtained for the molar mass is 209.3 g/mol. As for the net charge: +2. The LUMO energy is -8.16 eV.

The geometry in XYZ format:
```
30
Properties=species:S:1:pos:R:3:forces:R:3:lowdin_charge:R:1
C -3.0228 1.8295 -0.4052 0.32 1.90 0.61 -0.11
C -3.1808 -0.7189 0.3109 2.62 -0.54 0.33 -0.07
C -1.9587 0.0306 0.3057 0.19 1.05 -0.70 -0.20
C -4.3356 -0.0476 -0.1642 1.07 0.33 1.13 -0.34
C 1.2393 1.7039 0.3669 1.58 -2.05 2.64 0.07
C 2.7392 -0.2042 0.4527 -0.26 -1.31 3.27 -0.01
C 1.2469 -0.0566 -1.3803 1.34 0.39 -2.18 0.00
C 0.4912 -0.6937 0.9408 0.68 -0.62 0.50 0.00
N -1.8270 1.3067 -0.0252 -0.18 -0.63 -0.26 0.14
N -4.1925 1.2422 -0.4018 0.05 1.17 -1.08 0.16
N -2.8853 -1.9631 0.6845 -0.05 -0.48 0.07 0.22
N -1.6175 -2.0452 0.8664 -1.33 4.18 -1.72 0.11
N -0.9365 -0.8423 0.5830 -0.65 -0.58 0.69 0.08
N -5.5004 -0.5478 -0.2909 -3.01 0.23 -1.41 0.26
N 1.3725 0.2066 0.0396 0.36 -0.45 0.73 -0.35
H -3.0342 2.9511 -0.6505 0.15 -1.88 0.27 0.17
H 0.3715 2.1291 -0.0072 -1.40 0.65 -1.07 0.06
H 1.1735 1.6518 1.4798 0.05 0.69 -0.76 0.12
H 2.1986 2.1346 0.1141 -0.15 0.36 -0.37 0.12
H 2.8435 -1.3006 0.4328 -0.04 0.46 -0.52 0.12
H 3.5257 0.2560 -0.0601 0.77 0.88 -1.12 0.11
H 2.8438 0.0437 1.5438 0.05 0.01 -0.96 0.14
H 1.5183 -1.0887 -1.6085 -0.38 -0.09 0.20 0.12
H 0.2306 0.1758 -1.6085 -0.53 0.13 -0.88 0.09
H 2.0207 0.5522 -2.0166 -1.68 -0.69 1.47 0.18
H 0.9687 -1.7390 1.0219 -0.95 1.52 -0.70 0.18
H 0.6808 -0.2662 1.9424 -0.78 -0.05 -0.36 0.15
H -1.1528 -2.8002 1.1974 1.55 -3.13 1.23 0.15
H -5.7104 -1.5220 -0.1082 -0.22 0.24 -0.15 0.16
H -6.1772 0.1327 -0.7657 0.81 -1.68 1.11 0.20
```
Forces are in eV/Å.

Below is a structure of composition C8H15O14P2Pt in a non-equilibrium geometry, with properties calculated with wB97M-V/def2-TZVPD.

As for the HOMO energy (alpha / beta): -0.42248 / -0.50373 Eh. The value obtained for the molar mass is 592.2 g/mol. As for the expectation value of S²: 6.01. Its spin multiplicity is 5. As for the net charge: +1. The calculation puts the energy above the lowest of the compared OMol25 structures with the same formula, charge and spin at 11.73 kcal per mole. The LUMO energy (alpha / beta) is -2.62 / -5.45 eV.

The geometry in XYZ format:
```
40
Properties=species:S:1:pos:R:3:forces:R:3:lowdin_charge:R:1
Pt 0.3475 0.2831 0.6576 0.16 0.22 -0.45 1.55
O -3.5584 -0.7736 2.2622 -0.09 0.06 -0.09 0.19
C -2.5775 -0.2244 1.5876 0.14 0.08 0.17 -0.45
O -1.4060 -0.4765 1.8327 -0.01 0.18 -0.12 0.01
C -3.1462 0.7032 0.5389 0.23 0.02 -0.19 -0.09
O -2.1409 1.2853 -0.2618 0.25 -0.26 0.21 -0.21
C -2.2952 2.6082 -0.5797 0.03 0.10 -0.14 0.03
C -0.9319 3.5418 2.0467 0.01 -0.12 -0.10 -0.37
O -0.8789 4.6884 1.8451 -0.05 -1.51 0.32 0.24
O -0.9846 2.3779 2.2491 -0.06 1.75 -0.14 0.14
H -3.2095 -1.3724 2.9375 0.11 -0.14 0.16 0.16
H -3.7496 1.4572 1.0389 -0.04 0.08 0.15 0.15
H -3.8090 0.1008 -0.0791 -0.17 -0.07 -0.10 0.16
H -3.2881 3.0434 -0.5137 0.18 -0.09 -0.02 0.09
H -1.5097 2.9863 -1.2246 -0.20 -0.07 0.14 0.09
C -0.0786 -2.9201 -2.6878 -0.20 0.03 0.07 -0.04
C 0.2900 -1.9036 -1.6197 0.33 0.10 -0.19 -0.56
O -0.8328 -1.3431 -0.9064 0.01 0.00 0.03 -0.11
P 1.2599 -0.4845 -2.2776 -0.25 0.32 -0.12 0.50
O 0.6179 -0.1859 -3.6982 0.34 0.42 -0.01 -0.08
O 2.7223 -0.9274 -2.5357 0.21 -0.46 0.22 -0.08
O 1.0797 0.7208 -1.3727 -0.10 -0.41 -0.08 -0.35
P 1.4225 -2.5849 -0.3364 0.22 0.10 0.07 0.35
O 0.5236 -3.6179 0.4668 0.29 -0.36 0.04 -0.08
O 2.5899 -3.1856 -1.0250 -0.06 0.15 -0.02 -0.25
O 1.7192 -1.3432 0.5206 -0.23 -0.28 0.15 -0.37
H -0.6078 -2.4501 -3.5179 -0.02 -0.02 0.03 0.09
H -0.7117 -3.6916 -2.2471 0.04 0.01 -0.01 0.10
H 0.8247 -3.3921 -3.0796 -0.05 0.06 0.05 0.10
H -1.4013 -0.8722 -1.5284 -0.11 0.09 -0.12 0.11
H 0.9950 0.5928 -4.1576 -0.26 -0.46 0.22 0.13
H 2.9907 -1.7748 -2.0538 -0.13 0.31 -0.12 0.09
H 0.9382 -4.4997 0.5343 -0.21 0.41 -0.06 0.12
C 3.1940 2.2534 2.7755 -0.01 0.01 -0.07 0.05
C 2.0616 1.5941 2.0793 -0.40 0.00 -0.06 -0.63
O 1.6190 2.0301 0.9562 0.08 -0.41 0.34 -0.05
O 1.4804 0.5702 2.5425 0.04 0.14 -0.21 -0.02
H 3.4102 3.2124 2.3122 0.00 0.00 0.03 0.10
H 4.0666 1.6042 2.6866 -0.01 0.01 0.02 0.11
H 2.9647 2.3700 3.8323 0.00 -0.01 0.02 0.10
```
Forces are in eV/Å.